No. 1
# C14H22F9N4O6S2

3 unconnected molecules or ions with the total composition C14H22F9N4O6S2 in a non-equilibrium geometry (wB97M-V/def2-TZVPD, the OMol25 dataset).

Structure (XYZ):
```
57
C14H22F9N4O6S2 (wB97M-V/def2-TZVPD)
N 0.841 -1.705 -0.177
C 0.617 -0.660 0.618
N 1.632 -0.048 1.314
C 2.156 1.204 0.633
O 3.477 1.373 1.015
N 3.507 1.712 2.441
O 4.325 1.122 2.990
N -0.587 -0.117 0.743
C -1.788 -0.521 0.068
F -2.144 -1.742 0.526
F -1.606 -0.636 -1.251
C -2.980 0.428 0.384
F -3.122 0.554 1.715
F -4.069 -0.200 -0.092
C -2.937 1.816 -0.310
F -2.786 1.687 -1.628
F -4.123 2.401 -0.074
C -1.865 2.799 0.228
F -0.631 2.380 -0.057
F -1.989 2.976 1.555
F -2.049 3.980 -0.371
H 0.234 -2.537 -0.073
H 1.814 -1.962 -0.230
H 2.411 -0.698 1.337
H 2.136 1.117 -0.446
H 1.569 2.048 0.983
H -0.664 0.653 1.387
C 0.550 4.439 -5.373
C -0.289 4.872 -4.161
C -0.286 3.702 -3.168
S 1.240 2.814 -3.444
O 0.923 1.497 -3.938
O 2.103 2.986 -2.297
C 1.825 3.820 -4.798
H 0.777 5.278 -6.028
H 0.005 3.694 -5.957
H 0.168 5.748 -3.699
H -1.305 5.144 -4.442
H -0.308 4.036 -2.136
H -1.106 3.010 -3.354
H 2.368 3.196 -5.503
H 2.486 4.580 -4.384
C 0.651 -5.937 4.004
C -0.874 -5.764 4.036
C -1.189 -4.363 3.494
S 0.148 -3.960 2.371
O 0.886 -2.827 2.884
O -0.350 -3.918 1.006
C 1.097 -5.450 2.627
H 0.946 -6.971 4.170
H 1.112 -5.326 4.782
H -1.340 -6.518 3.399
H -1.274 -5.891 5.039
H -2.129 -4.329 2.949
H -1.190 -3.613 4.282
H 2.158 -5.219 2.564
H 0.819 -6.156 1.845
```

Calculated values
Kohn-Sham gap, eV: 9.578
HOMO energy, eV: -12.7
Spin multiplicity: 1
Net charge: +1
Molecular weight, g mol⁻¹: 577.47
Calculated total energy, eV: -79239.4659
Lowest unoccupied orbital energy, eV: -3.12

=====

No. 2
# C5H6F2S

2 unconnected molecules or ions with the total composition C5H6F2S in a non-equilibrium geometry (wB97M-V/def2-TZVPD, the OMol25 dataset).

Structure (XYZ):
```
14
C5H6F2S (wB97M-V/def2-TZVPD)
C 1.227 0.861 0.434
C -1.768 0.947 -0.967
C -1.312 -0.237 -0.331
C -2.437 0.425 0.245
C 2.100 -0.060 1.158
F -2.456 0.967 1.488
F -3.711 -0.186 0.137
S 1.093 2.144 -0.438
H -1.101 1.760 -0.745
H -2.234 1.144 -1.984
H -1.071 -1.211 -0.726
H 1.744 -1.139 1.171
H 2.421 0.256 2.243
H 3.060 -0.047 0.716
```

Calculated values
Kohn-Sham gap (spin up / spin down), eV: 8.314 / 7.042
HOMO energy (spin up / spin down), eV: -8.6 / -7.6
Spin multiplicity: 1
Molecular weight, g mol⁻¹: 136.17
Calculated total energy, eV: -21546.6186
ΔE to the lowest compared entry with this formula, charge and spin, kcal/mol: 122.30
Lowest unoccupied orbital energy (spin up / spin down), eV: -0.28 / -0.58

=====

No. 3
# C3H5O3

A gas-phase ion, C3H5O3 (charge +1) in a non-equilibrium geometry (wB97M-V/def2-TZVPD, the OMol25 dataset).

Structure (XYZ):
```
11
C3H5O3 (wB97M-V/def2-TZVPD)
C -1.529 1.163 0.584
C 0.804 0.399 -0.086
C 1.456 -0.661 -0.814
O -2.324 1.371 1.651
O 0.918 -1.921 -0.941
O -0.372 0.572 0.477
H -1.960 1.537 -0.286
H -2.087 1.250 2.513
H 2.522 -0.798 -0.651
H 1.205 -0.166 -1.921
H 1.367 -2.748 -0.526
```

Calculated values
Kohn-Sham gap (spin up / spin down), eV: 8.195 / 8.196
HOMO energy (spin up / spin down), eV: -13.7 / -13.7
Spin multiplicity: 1
Net charge: +1
Molecular weight, g mol⁻¹: 89.07
Calculated total energy, eV: -9320.6123
ΔE to the lowest compared entry with this formula, charge and spin, kcal/mol: 113.71
Lowest unoccupied orbital energy (spin up / spin down), eV: -5.55 / -5.55

=====

No. 4
# C18H19BN6Sn

A molecular structure, C18H19BN6Sn in a non-equilibrium geometry (wB97M-V/def2-TZVPD, the OMol25 dataset).

Structure (XYZ):
```
45
C18H19BN6Sn (wB97M-V/def2-TZVPD)
H 2.846 -0.063 0.662
N 1.721 -1.112 -0.760
B 0.781 -2.903 -2.318
N 1.922 -2.255 -1.477
C 3.196 -2.639 -1.347
Sn -0.145 -0.001 -0.808
H 3.519 -3.505 -1.921
C 3.807 -1.778 -0.449
H 4.827 -1.836 -0.108
C 2.842 -0.853 -0.068
H 1.097 -3.966 -2.792
C -2.442 2.705 -0.648
H -2.631 3.615 -0.060
H -3.079 1.899 -0.264
H -2.660 2.890 -1.708
N 0.472 -1.800 -3.353
N -0.509 -2.991 -1.455
N 0.113 -0.543 -2.956
N -0.984 -1.993 -0.650
C 0.510 -1.864 -4.686
C -1.348 -4.027 -1.396
H 0.792 -2.800 -5.151
H -1.142 -4.870 -2.027
C 0.148 -0.618 -5.177
C -2.344 -3.733 -0.477
C -0.103 0.197 -4.069
C -2.078 -2.447 -0.001
H 0.067 -0.346 -6.213
H -3.146 -4.372 -0.196
H -0.429 1.226 -3.994
H -2.560 -1.866 0.764
H -1.382 2.413 -0.510
C -0.106 1.087 1.114
C -0.141 1.691 2.201
C -0.129 2.447 3.416
C 0.627 3.642 3.455
C 0.634 4.448 4.592
C -0.104 4.073 5.718
C -0.873 2.905 5.698
C -0.892 2.094 4.560
H 1.181 3.942 2.562
H 1.209 5.376 4.588
H -0.086 4.700 6.606
H -1.472 2.632 6.568
H -1.521 1.201 4.535
```

Calculated values
Kohn-Sham gap, eV: 6.498
HOMO energy, eV: -5.9
Spin multiplicity: 1
Molecular weight, g mol⁻¹: 448.91
Calculated total energy, eV: -34420.7558
ΔE to the lowest compared entry with this formula, charge and spin, kcal/mol: 19.08
Lowest unoccupied orbital energy, eV: 0.56

=====

No. 5
# C28H32F6N10O5S2Ti

A molecular structure, C28H32F6N10O5S2Ti in a non-equilibrium geometry (wB97M-V/def2-TZVPD, the OMol25 dataset).

Structure (XYZ):
```
84
C28H32F6N10O5S2Ti (wB97M-V/def2-TZVPD)
Ti -0.139 0.268 -0.059
C 0.308 1.989 3.996
C -0.271 1.698 2.755
N 0.006 0.598 2.062
C 0.887 -0.297 2.615
C 1.530 -0.068 3.852
C 1.214 1.121 4.545
C 2.448 -1.030 4.325
C 2.700 -2.150 3.578
C 2.050 -2.400 2.359
C 1.114 -1.498 1.870
N 0.344 -1.569 0.732
C -0.194 -2.719 0.211
C 0.165 -4.047 0.412
C -0.580 -5.099 -0.148
C -1.701 -4.885 -0.901
C -2.125 -3.556 -1.122
C -3.297 -3.231 -1.835
C -3.681 -1.924 -1.963
C -2.880 -0.929 -1.387
N -1.762 -1.195 -0.739
C -1.364 -2.490 -0.597
H 0.036 2.910 4.495
H -0.974 2.380 2.293
H 1.693 1.330 5.494
H 2.959 -0.859 5.264
H 3.433 -2.867 3.927
H 2.339 -3.263 1.786
H 1.023 -4.306 1.006
H -0.238 -6.111 0.035
H -2.268 -5.703 -1.326
H -3.889 -4.032 -2.261
H -4.581 -1.641 -2.490
H -3.165 0.112 -1.441
N 1.722 1.647 0.133
C 1.626 2.839 -0.713
C 0.230 3.430 -0.577
N -0.819 2.441 -0.854
C -1.192 2.325 -2.267
C -0.205 1.509 -3.090
N 0.210 0.277 -2.389
H 2.572 1.127 -0.053
H 1.751 1.920 1.110
H 2.372 3.598 -0.456
H 1.831 2.539 -1.735
H 0.091 3.770 0.453
H 0.129 4.309 -1.226
H -1.661 2.700 -0.346
H -2.179 1.860 -2.293
H -1.299 3.315 -2.731
H -0.655 1.286 -4.060
H 0.687 2.094 -3.312
H -0.286 -0.520 -2.770
H 1.191 0.106 -2.608
F 5.735 -1.851 -3.082
C 4.470 -1.995 -2.715
F 3.757 -2.413 -3.762
F 4.417 -2.941 -1.770
S 3.782 -0.417 -2.004
O 2.708 -0.853 -1.149
O 4.904 0.229 -1.399
N 3.081 0.360 -3.180
S 3.750 0.958 -4.479
O 5.030 0.416 -4.794
O 2.741 1.090 -5.483
C 4.118 2.715 -3.995
F 4.901 2.770 -2.920
F 2.986 3.382 -3.714
F 4.725 3.336 -5.003
C -4.760 -0.151 3.873
N -4.227 0.525 2.716
C -4.586 1.851 2.263
C -3.563 2.069 1.142
O -3.475 3.076 0.463
N -2.760 0.970 1.055
C -3.155 0.120 1.999
N -2.565 -1.059 2.195
H -5.711 0.303 4.142
H -4.092 -0.082 4.737
H -4.956 -1.201 3.649
H -4.462 2.604 3.044
H -5.604 1.901 1.875
H -1.678 -1.212 1.724
H -2.765 -1.606 3.013
```

Calculated values
Kohn-Sham gap (spin up / spin down), eV: 4.918 / 7.067
HOMO energy (spin up / spin down), eV: -5.5 / -7.3
Spin multiplicity: 3
Molecular weight, g mol⁻¹: 814.62
Calculated total energy, eV: -115789.0451
ΔE to the lowest compared entry with this formula, charge and spin, kcal/mol: 9.56
Lowest unoccupied orbital energy (spin up / spin down), eV: -0.62 / -0.22

=====

No. 6
# C14H12F5N3OOsS2Te

A molecular structure, C14H12F5N3OOsS2Te in a non-equilibrium geometry (wB97M-V/def2-TZVPD, the OMol25 dataset).

Structure (XYZ):
```
39
C14H12F5N3OOsS2Te (wB97M-V/def2-TZVPD)
Os -0.907 -1.530 0.732
S 1.656 -0.871 2.989
C 0.566 -1.127 1.971
C 2.993 -0.160 -0.669
N 2.895 -1.573 -0.355
C 4.063 -2.350 0.086
C 3.496 -3.777 0.251
N 2.090 -3.584 -0.113
C 1.830 -2.344 -0.470
S 0.266 -1.875 -1.116
H 3.431 0.367 0.179
H 1.999 0.231 -0.867
H 3.623 -0.008 -1.546
H 4.456 -1.936 1.014
H 4.845 -2.301 -0.671
H 3.584 -4.152 1.268
H 3.965 -4.488 -0.425
H 1.375 -4.295 -0.111
F -2.133 -2.056 2.074
Te -3.222 -3.548 0.849
F -4.540 -2.257 1.041
F -4.252 -4.395 2.175
F -4.246 -4.264 -0.523
F -0.486 -3.480 1.028
O -2.438 -2.198 -0.341
N -2.455 7.892 -1.690
C -2.268 6.807 -1.365
C -2.025 5.446 -0.963
C -2.921 4.446 -1.345
C -2.675 3.141 -0.980
C -1.528 2.832 -0.221
C -0.640 3.853 0.167
C -0.887 5.153 -0.208
C -1.277 1.501 0.126
C -1.105 0.296 0.387
H -3.798 4.702 -1.924
H -3.348 2.347 -1.271
H 0.232 3.605 0.755
H -0.215 5.950 0.079
```

Calculated values
Kohn-Sham gap (spin up / spin down), eV: 5.856 / 5.810
HOMO energy (spin up / spin down), eV: -12.2 / -12.3
Spin multiplicity: 2
Net charge: +1
Molecular weight, g mol⁻¹: 715.22
Calculated total energy, eV: -66238.9277
ΔE to the lowest compared entry with this formula, charge and spin, kcal/mol: 40.34
Lowest unoccupied orbital energy (spin up / spin down), eV: -6.36 / -6.51